# 1
Here is C43H69N3O4S3SbSeTi as an isolated structure from the Open Molecules 2025 dataset. Energies are from wB97M-V/def2-TZVPD.

Each line ends with the Mulliken spin population.
Positions of all 125 atoms, in Å:
Ti -0.599 1.191 -1.508  1.94
C -0.742 -4.977 3.518  0.00
C 0.531 -4.471 2.823  0.00
C 0.948 -5.516 1.788  0.00
C 1.656 -4.355 3.861  0.00
C 0.266 -3.111 2.181  0.00
C 0.411 -2.857 0.824  0.00
C 0.120 -1.611 0.293  0.03
Se 0.326 -1.338 -1.587  0.01
C 2.160 -0.759 -1.548  0.01
C 3.153 -1.721 -1.601  -0.01
C 4.492 -1.366 -1.523  0.00
C 4.761 -0.003 -1.403  0.00
C 3.803 1.000 -1.354  0.00
C 2.424 0.631 -1.429  0.03
O 1.467 1.502 -1.378  0.05
C 4.312 2.446 -1.206  -0.01
C 5.226 2.780 -2.396  -0.01
C 3.229 3.533 -1.160  0.00
C 5.120 2.554 0.100  0.00
C 5.638 -2.374 -1.573  0.00
C 5.128 -3.812 -1.671  0.00
C 6.494 -2.264 -0.304  0.00
C 6.524 -2.098 -2.797  0.00
C -0.362 -0.528 1.072  0.05
O -0.755 0.593 0.522  -0.20
C -0.410 -0.758 2.484  -0.01
C -0.124 -2.029 2.969  0.00
C -0.719 0.388 3.449  0.00
C 0.398 1.440 3.324  0.00
C -2.082 1.020 3.149  0.02
C -0.755 -0.055 4.917  0.00
H -0.565 -5.949 3.991  0.00
H -1.552 -5.086 2.792  0.00
H -1.078 -4.279 4.287  0.00
H 1.117 -6.477 2.281  0.00
H 1.872 -5.230 1.279  0.00
H 0.175 -5.654 1.029  0.00
H 1.854 -5.326 4.327  0.00
H 1.396 -3.645 4.649  0.00
H 2.575 -4.002 3.387  0.00
H 0.752 -3.627 0.142  0.00
H 2.848 -2.756 -1.702  0.00
H 5.802 0.301 -1.347  0.00
H 4.659 2.715 -3.327  0.01
H 6.084 2.106 -2.467  0.00
H 5.607 3.802 -2.292  0.00
H 2.630 3.543 -2.069  0.00
H 3.738 4.500 -1.058  0.00
H 2.551 3.403 -0.318  0.00
H 5.970 1.869 0.118  0.00
H 4.484 2.323 0.958  0.00
H 5.500 3.574 0.220  0.00
H 4.504 -4.071 -0.813  0.00
H 5.977 -4.503 -1.697  0.00
H 4.539 -3.966 -2.578  0.00
H 5.890 -2.475 0.581  0.00
H 6.908 -1.260 -0.190  0.00
H 7.327 -2.974 -0.336  0.00
H 5.938 -2.177 -3.716  0.00
H 7.354 -2.812 -2.847  0.00
H 6.941 -1.090 -2.761  0.00
H -0.203 -2.198 4.035  0.00
H 0.558 1.737 2.290  0.00
H 1.339 1.025 3.693  0.00
H 0.166 2.334 3.913  0.00
H -2.090 1.461 2.156  0.00
H -2.305 1.793 3.890  0.00
H -2.875 0.269 3.199  0.00
H 0.197 -0.482 5.242  0.00
H -1.545 -0.788 5.100  0.00
H -0.956 0.819 5.543  0.00
S 2.130 2.997 -4.942  0.26
Sb -0.043 2.366 -4.645  0.40
S -0.480 0.118 -4.413  0.18
S -1.127 3.281 -2.811  0.09
C -4.600 -2.286 0.783  0.00
C -3.168 -2.031 0.340  0.01
O -2.972 -2.347 -1.025  0.00
C -2.657 -3.694 -1.284  0.00
C -2.424 -3.834 -2.774  0.00
H -5.290 -1.683 0.190  0.00
H -4.878 -3.337 0.673  0.00
H -4.721 -2.013 1.835  0.00
H -2.457 -2.589 0.962  0.00
H -2.923 -0.973 0.438  0.00
H -3.470 -4.359 -0.956  0.00
H -1.754 -3.975 -0.723  0.00
H -3.350 -3.662 -3.326  0.00
H -2.057 -4.836 -3.010  0.00
H -1.688 -3.102 -3.104  0.00
C -4.117 -0.326 -3.850  0.01
N -4.719 0.715 -3.023  0.00
C -6.124 0.491 -2.740  0.00
C -3.902 1.169 -2.004  0.03
O -2.810 0.654 -1.800  0.05
N -4.407 2.211 -1.259  0.00
C -5.001 3.349 -1.946  0.00
C -3.619 2.599 -0.106  0.09
H -4.745 -0.459 -4.733  0.00
H -4.044 -1.272 -3.303  0.00
H -3.104 -0.056 -4.140  -0.01
H -6.277 -0.509 -2.308  0.00
H -6.699 0.555 -3.667  0.00
H -6.507 1.226 -2.038  0.00
H -5.594 3.030 -2.799  0.00
H -4.215 4.025 -2.303  0.00
H -5.640 3.894 -1.249  0.00
H -2.772 3.223 -0.395  0.02
H -3.234 1.718 0.395  -0.06
H -4.254 3.163 0.582  0.00
N -0.366 3.928 0.518  0.02
C -1.259 4.860 0.997  0.00
C -1.668 5.930 0.184  0.00
C -2.547 6.884 0.666  0.00
C -3.050 6.814 1.962  0.00
C -2.650 5.754 2.768  0.00
C -1.771 4.791 2.300  0.00
H -0.309 3.897 -0.498  0.01
H -0.392 3.003 0.930  -0.01
H -1.297 5.979 -0.834  0.00
H -2.853 7.695 0.014  0.00
H -3.740 7.562 2.331  0.00
H -3.032 5.672 3.780  0.00
H -1.472 3.968 2.934  0.00

As for the energy relative to the best compared isomer or geometry (same formula, charge and spin): 0.0473 eV. Its net charge is -2. As for the orbital gap (spin up / spin down): 4.1109 / 5.9721 eV. As for the multiplicity: 4. For the HOMO energy (spin up / spin down), the calculation gives -0.279 / -2.141 eV. The expectation value of S² is 3.76.



# 2
Here is C43H69O2P3S2SiV as an isolated structure from the Open Molecules 2025 dataset. Energies are from wB97M-V/def2-TZVPD.

Each line ends with the Mulliken spin population.
Positions of all 121 atoms, in Å:
V -0.010 -0.361 0.538  2.59
C -2.086 -3.718 -0.109  0.00
Si -0.999 -2.291 -0.734  0.00
C 0.456 -3.184 -1.610  0.00
C 0.340 -4.485 -2.113  0.01
C 1.370 -5.097 -2.811  0.00
C 2.554 -4.407 -3.040  0.00
C 2.703 -3.123 -2.540  -0.01
C 1.681 -2.521 -1.802  -0.03
P 1.873 -0.826 -1.133  0.17
C 2.339 0.113 -2.647  -0.06
C 2.580 1.597 -2.376  0.05
C 3.190 2.275 -3.617  0.00
C 2.755 1.589 -4.920  0.00
C 1.332 1.055 -4.796  0.00
C 1.245 -0.047 -3.720  0.01
C 3.368 -0.859 -0.035  0.00
C 4.743 -1.172 -0.639  0.00
C 5.799 -1.095 0.466  0.00
C 5.948 0.333 1.027  0.00
C 4.733 1.200 0.688  0.00
C 3.427 0.424 0.850  0.02
C -1.972 -1.509 -2.200  0.00
C -2.311 -2.266 -3.326  0.01
C -3.040 -1.734 -4.379  0.00
C -3.464 -0.412 -4.322  0.00
C -3.144 0.362 -3.217  -0.01
C -2.396 -0.167 -2.162  -0.01
P -1.902 0.852 -0.721  0.10
C -3.397 0.812 0.380  -0.09
C -3.159 1.669 1.628  0.05
C -4.379 1.677 2.548  0.00
C -4.787 0.259 2.932  0.00
C -5.021 -0.594 1.690  0.00
C -3.783 -0.611 0.792  0.06
C -1.887 2.644 -1.242  -0.02
C -1.059 2.838 -2.541  0.03
C -1.598 3.970 -3.417  0.00
C -1.886 5.192 -2.553  0.00
C -3.002 4.892 -1.531  0.00
C -3.227 3.388 -1.321  0.00
H -2.537 -4.286 -0.930  0.00
H -1.474 -4.410 0.478  0.00
H -2.899 -3.367 0.530  0.01
H -0.585 -5.034 -1.960  0.00
H 1.247 -6.105 -3.189  0.00
H 3.358 -4.868 -3.601  0.00
H 3.622 -2.587 -2.741  0.00
H 3.274 -0.326 -3.010  0.00
H 1.618 2.047 -2.128  0.01
H 3.219 1.756 -1.510  0.03
H 2.888 3.326 -3.633  0.00
H 4.281 2.270 -3.545  0.00
H 2.841 2.284 -5.757  0.00
H 3.427 0.754 -5.147  0.00
H 0.663 1.884 -4.542  0.00
H 0.980 0.662 -5.751  0.00
H 0.261 -0.016 -3.240  0.01
H 1.323 -1.036 -4.176  0.00
H 3.122 -1.695 0.626  -0.01
H 4.746 -2.173 -1.066  0.00
H 4.992 -0.476 -1.449  0.00
H 5.492 -1.779 1.263  0.00
H 6.759 -1.464 0.100  0.00
H 6.079 0.293 2.111  0.00
H 6.849 0.805 0.628  0.00
H 4.709 2.087 1.325  0.00
H 4.831 1.567 -0.336  0.00
H 3.315 0.129 1.893  -0.01
H 2.579 1.086 0.653  0.08
H -1.982 -3.300 -3.385  0.00
H -3.275 -2.343 -5.244  0.00
H -4.038 0.015 -5.135  0.00
H -3.473 1.393 -3.193  0.00
H -4.228 1.236 -0.195  0.00
H -2.310 1.271 2.181  -0.02
H -2.887 2.694 1.366  0.01
H -4.153 2.263 3.442  0.00
H -5.216 2.174 2.041  0.00
H -3.983 -0.180 3.528  0.00
H -5.681 0.276 3.559  0.00
H -5.289 -1.618 1.964  0.00
H -5.868 -0.189 1.124  0.00
H -2.948 -1.064 1.341  0.01
H -3.956 -1.235 -0.088  0.00
H -1.332 3.117 -0.426  0.01
H -0.034 3.092 -2.266  0.00
H -1.006 1.914 -3.118  -0.01
H -0.866 4.205 -4.192  0.00
H -2.507 3.655 -3.941  0.00
H -0.963 5.464 -2.031  0.00
H -2.153 6.054 -3.166  0.00
H -2.762 5.355 -0.571  0.00
H -3.942 5.341 -1.859  0.00
H -3.804 3.250 -0.409  0.00
H -3.847 2.993 -2.128  0.00
C 2.634 -1.604 5.689  0.00
C 2.040 -0.208 5.653  0.00
C 2.893 0.780 4.885  0.00
O 0.669 -0.282 5.183  -0.01
P 0.072 -0.130 3.712  0.01
S 0.162 1.641 2.879  -0.02
S 0.896 -1.502 2.499  0.01
O -1.448 -0.495 4.012  -0.01
C -1.992 -1.536 4.870  0.00
C -2.078 -1.027 6.296  0.00
C -1.270 -2.863 4.753  0.00
H 3.639 -1.559 6.113  0.00
H 2.694 -2.026 4.685  0.00
H 2.028 -2.264 6.312  0.00
H 1.917 0.153 6.674  0.00
H 3.046 0.448 3.858  0.01
H 3.867 0.852 5.374  0.00
H 2.434 1.767 4.859  0.00
H -3.001 -1.654 4.479  0.00
H -1.085 -0.916 6.728  0.00
H -2.648 -1.733 6.902  0.00
H -2.582 -0.060 6.323  0.00
H -0.257 -2.802 5.153  0.00
H -1.213 -3.195 3.718  0.00
H -1.824 -3.605 5.331  0.00

As for the energy relative to the best compared isomer or geometry (same formula, charge and spin): 0.4539 eV. Its net charge is 0. As for the orbital gap (spin up / spin down): 7.9397 / 7.5349 eV. As for the multiplicity: 4. For the HOMO energy (spin up / spin down), the calculation gives -7.283 / -6.894 eV. The expectation value of S² is 3.78.



# 3
Here is C43H73F14NNbO8S as an isolated structure from the Open Molecules 2025 dataset. Energies are from wB97M-V/def2-TZVPD.

Each line ends with the Mulliken charge.
Positions of all 141 atoms, in Å:
C -3.443 -4.347 1.394  -1.10
C -3.570 -2.909 1.889  -0.77
C -2.212 -2.253 2.226  0.68
C -2.084 -2.010 3.730  -1.07
C -0.724 -1.469 4.141  -0.91
C -0.354 -0.134 3.461  -0.63
C 0.980 -0.245 2.735  -0.89
C 1.297 0.922 1.815  0.14
C 0.236 1.189 0.742  0.96
C 0.799 1.245 -0.694  -0.87
Nb 1.144 -0.760 -1.647  -2.24
C 3.375 -0.842 -1.345  -1.00
C 4.090 0.509 -1.242  0.85
C 5.556 0.510 -1.712  -1.81
C 6.383 -0.725 -1.389  -0.72
C 7.024 -0.692 -0.016  1.13
F 6.264 0.046 0.836  -0.33
F 8.233 -0.099 -0.031  -0.33
C 7.115 -2.067 0.707  0.29
F 7.274 -1.853 2.013  -0.31
F 5.997 -2.748 0.548  -0.22
S 8.581 -3.166 0.191  1.38
F 7.640 -4.223 -0.518  -0.31
F 8.734 -2.406 -1.185  -0.31
F 9.574 -2.158 0.888  -0.30
F 8.456 -3.992 1.541  -0.32
F 9.826 -4.054 -0.203  -0.30
C -1.082 -0.975 -2.087  0.18
C -1.830 -2.192 -1.627  0.51
C -1.242 -3.568 -1.753  -1.73
N -3.005 -2.003 -1.147  -0.20
C 1.347 0.104 -3.839  0.01
F 2.488 0.900 -4.001  -0.37
F 0.297 0.894 -4.253  -0.29
C 1.487 -1.040 -4.793  1.35
C 0.379 -1.592 -5.444  -0.87
C 0.547 -2.701 -6.282  -0.71
C 1.816 -3.268 -6.485  -0.91
C 2.922 -2.707 -5.848  0.25
C 4.294 -3.261 -6.019  1.01
F 5.115 -2.403 -6.643  -0.28
F 4.875 -3.534 -4.847  -0.25
F 4.316 -4.389 -6.733  -0.31
C 2.763 -1.597 -5.012  -0.62
H -4.340 -4.909 1.644  0.34
H -2.576 -4.822 1.843  0.33
H -3.323 -4.401 0.315  0.19
H -4.187 -2.898 2.784  0.58
H -4.059 -2.288 1.144  0.27
H -2.108 -1.329 1.668  -0.45
H -1.402 -2.899 1.889  0.33
H -2.262 -2.972 4.213  0.42
H -2.852 -1.289 4.017  0.30
H -0.638 -1.383 5.222  0.24
H 0.012 -2.218 3.844  0.52
H -0.229 0.581 4.268  0.40
H -1.151 0.174 2.794  0.47
H 1.068 -1.179 2.185  0.27
H 1.759 -0.276 3.501  0.39
H 1.518 1.818 2.389  0.54
H 2.226 0.681 1.299  -0.67
H -0.577 0.470 0.810  -0.78
H -0.215 2.163 0.952  0.23
H 1.655 1.920 -0.721  0.48
H 0.003 1.701 -1.290  0.38
H 1.292 -2.490 -2.271  -0.03
H 0.835 -1.532 -0.019  0.18
H 3.552 -1.408 -0.428  0.55
H 3.826 -1.432 -2.149  0.62
H 3.592 1.306 -1.787  0.36
H 4.078 0.828 -0.205  0.11
H 5.548 0.598 -2.798  0.54
H 6.056 1.408 -1.355  0.28
H 7.222 -0.753 -2.082  0.46
H 5.844 -1.651 -1.539  0.49
H -1.542 -0.149 -1.558  0.04
H -1.296 -0.892 -3.154  0.16
H -2.056 -4.280 -1.889  0.61
H -0.648 -3.826 -0.885  0.13
H -0.623 -3.613 -2.641  0.35
H -3.397 -2.912 -0.879  0.15
H -0.596 -1.164 -5.281  0.50
H -0.293 -3.160 -6.779  0.40
H 1.955 -4.133 -7.111  0.46
H 3.620 -1.179 -4.512  0.44
O -2.300 1.996 -2.328  -0.44
C -2.976 2.966 -2.146  0.95
O -2.752 3.711 -1.041  -0.33
C -3.417 4.943 -0.790  -0.53
C -4.763 4.732 -0.127  -0.84
C -4.115 3.332 -3.071  -1.17
H -3.493 5.537 -1.704  0.35
H -2.753 5.487 -0.118  0.34
H -5.445 4.172 -0.766  0.17
H -5.223 5.693 0.114  0.39
H -4.641 4.159 0.790  0.28
H -4.989 2.753 -2.778  0.09
H -3.826 3.058 -4.083  0.30
H -4.375 4.389 -3.072  0.37
O -5.709 1.308 -0.699  -0.51
C -6.333 0.600 -1.437  0.60
O -7.574 1.024 -1.809  -0.39
C -8.345 0.360 -2.807  -0.40
C -9.131 -0.805 -2.240  -0.99
C -5.832 -0.739 -1.920  -0.31
H -7.716 0.059 -3.646  0.36
H -9.031 1.119 -3.183  0.34
H -8.472 -1.576 -1.843  0.27
H -9.760 -1.253 -3.012  0.36
H -9.769 -0.464 -1.424  0.29
H -6.044 -1.492 -1.164  0.25
H -4.753 -0.692 -2.051  -0.31
H -6.272 -1.045 -2.868  0.39
O -0.922 0.910 7.073  -0.52
C -1.701 0.232 7.678  0.83
O -2.688 -0.379 6.990  -0.29
C -3.563 -1.346 7.565  -0.40
C -4.742 -0.702 8.266  -1.08
C -1.645 0.095 9.184  -1.16
H -3.013 -2.024 8.220  0.38
H -3.913 -1.939 6.721  0.34
H -4.424 -0.087 9.108  0.28
H -5.427 -1.465 8.637  0.38
H -5.281 -0.055 7.573  0.31
H -2.154 0.950 9.629  0.28
H -0.601 0.115 9.484  0.34
H -2.086 -0.821 9.569  0.36
O 3.730 3.098 0.915  -0.45
C 3.913 4.239 0.610  0.85
O 2.850 4.990 0.245  -0.37
C 2.933 6.389 -0.002  -0.44
C 3.369 6.690 -1.422  -1.04
C 5.304 4.833 0.543  -1.21
H 3.572 6.877 0.738  0.38
H 1.923 6.762 0.160  0.36
H 4.373 6.315 -1.623  0.27
H 3.361 7.766 -1.604  0.39
H 2.694 6.209 -2.129  0.30
H 5.745 4.570 -0.418  0.25
H 5.897 4.383 1.335  0.32
H 5.340 5.913 0.669  0.40

Its net charge is -1. As for the orbital gap: 6.5544 eV. As for the multiplicity: 1. For the HOMO energy, the calculation gives -4.428 eV.



The max |F| results, record by record, are as follows: 1.32; 0.75; 2.49 eV Å⁻¹.